Entry 1:
DFT (ωB97M-V/def2-TZVPD) results for a molecular structure, C11H8NO5Pt.

Structure (XYZ):
```
26
Properties=species:S:1:pos:R:3:lowdin_charge:R:1
O -4.96507 2.65121 -5.24757 0.067
C -3.99959 2.37101 -4.70312 0.000
Pt -1.13425 1.72681 -1.54898 1.223
C 0.73441 1.09229 -1.66288 -0.173
O 1.85111 0.80849 -1.61855 0.244
C -1.76517 2.10490 0.27618 -0.173
O -2.20033 2.37792 1.31148 0.272
C -2.04131 -0.04103 -1.66736 -0.165
O -2.74054 -0.95469 -1.71458 0.272
C -0.55193 3.59787 -1.90715 -0.124
O -0.23482 4.68952 -2.08109 0.298
H -2.64387 2.26532 -1.99620 0.105
C 2.70552 -2.77182 2.62178 0.057
C 1.70860 -1.91442 1.89544 -0.149
C 1.03712 -2.41720 0.77681 0.126
C 0.19768 -1.55781 0.05764 -0.006
N -0.02844 -0.30011 0.42628 0.001
C 0.58308 0.17401 1.51044 -0.069
C 1.44041 -0.60352 2.28908 0.172
H 2.24522 -3.68688 3.00216 0.144
H 3.52427 -3.07464 1.96213 0.142
H 3.13700 -2.23092 3.46519 0.112
H 1.15681 -3.43886 0.43917 0.166
H -0.30126 -1.92759 -0.85223 0.145
H 0.39261 1.22426 1.78862 0.137
H 1.89275 -0.16411 3.17732 0.178
```

The calculation puts the energy relative to the best compared isomer or geometry (same formula, charge and spin) at 1.816 eV. Its LUMO energy (alpha / beta) is -12.152 / -15.303 eV. The total charge is +3. For the max |F|, the calculation gives 6.94 eV/Å. The calculation puts the total energy at -972.75464 hartree. The multiplicity is 5. For the HOMO energy (alpha / beta), the calculation gives -17.334 / -20.893 eV.

Entry 2:
DFT (ωB97M-V/def2-TZVPD) results for 2 unconnected molecules or ions with the total composition C5H5NO.

Structure (XYZ):
```
12
Properties=species:S:1:pos:R:3:lowdin_charge:R:1
C -3.84420 -1.05152 0.01530 -0.115
C -2.81662 -0.41189 0.14414 0.009
C 0.80773 -0.81582 0.11997 -0.540
C 1.98768 0.18013 -0.00918 0.000
C 0.85014 1.34303 -0.04880 -0.134
N -0.03909 0.21519 0.01440 0.175
O 0.75097 -2.00299 0.17895 0.134
H -4.56855 -1.76025 0.22021 -0.026
H 2.63145 0.36104 0.83387 0.108
H 2.60607 0.09866 -0.97913 0.153
H 0.89799 2.07729 0.68624 0.079
H 0.73642 1.76713 -1.17597 0.157
```

The calculation puts the energy relative to the best compared isomer or geometry (same formula, charge and spin) at 9.664 eV. Its LUMO energy (alpha / beta) is -3.888 / -3.879 eV. For the max |F|, the calculation gives 5.52 eV/Å. The calculation puts the total energy at -323.16455 hartree. For the HOMO energy (alpha / beta), the calculation gives -9.867 / -9.886 eV.

Entry 3:
DFT (ωB97M-V/def2-TZVPD) results for 9 unconnected molecules or ions with the total composition H20O10.

Structure (XYZ):
```
30
Properties=species:S:1:pos:R:3:lowdin_charge:R:1
H 1.54512 -0.92220 -0.72151 0.053
H 0.24667 -1.20174 0.01736 0.033
H -2.44381 1.51375 3.11994 0.043
H -2.79675 0.29493 2.28330 0.017
H -1.57806 -2.96476 0.70114 0.020
H -0.57981 -3.49947 1.71485 0.033
H -4.65027 -1.06456 0.99235 0.048
H -3.51256 -0.16333 0.54131 0.007
H 2.02089 -1.18315 -3.50242 0.033
H 1.24575 -2.49048 -3.49286 0.034
H 2.58212 3.22076 0.37554 0.062
H 1.89895 2.99914 1.71502 0.060
H 2.77414 -1.49829 1.47028 0.083
H 3.65074 -0.39021 0.91014 0.070
H -1.62503 0.06952 -3.82264 0.056
H -2.69468 0.98336 -3.24751 0.075
H -1.53403 1.86289 -1.60039 0.069
H -0.58828 2.85668 -2.25458 0.050
H 3.66421 0.97281 2.21668 0.042
H 2.18219 1.24209 2.01386 0.013
O 1.18863 -1.05902 0.16346 -0.091
O -3.15711 1.13252 2.59568 -0.055
O -1.49213 -3.19983 1.63192 -0.063
O -3.92699 -1.01384 0.35730 -0.051
O 2.10598 -2.11543 -3.27304 -0.055
O 2.67946 2.74662 1.20903 -0.049
O 2.72938 -0.62064 1.07441 -0.169
O -1.74000 0.85344 -3.27379 -0.122
O -0.98643 1.98845 -2.38356 -0.128
O 2.79171 0.64999 2.46871 -0.118
```

The calculation puts the energy relative to the best compared isomer or geometry (same formula, charge and spin) at 12.670 eV. Its LUMO energy is -0.074 eV. For the max |F|, the calculation gives 12.44 eV/Å. The calculation puts the total energy at -764.01629 hartree. For the HOMO energy, the calculation gives -7.076 eV.

Entry 4:
DFT (ωB97M-V/def2-TZVPD) results for 6 unconnected molecules or ions with the total composition C10H32O6.

Structure (XYZ):
```
48
Properties=species:S:1:pos:R:3:lowdin_charge:R:1
C -0.79947 1.05172 -4.73677 -0.073
C -0.10485 0.78860 -3.40319 -0.283
O 0.47692 -0.53521 -3.19865 -0.098
H -0.90349 2.12480 -4.89728 0.079
H -1.79778 0.61700 -4.68667 0.079
H -0.18062 0.66940 -5.54853 0.072
H -0.87741 0.90760 -2.64351 0.087
H 0.70682 1.50139 -3.25755 0.111
H 0.87158 -0.71346 -4.05543 0.081
C 5.13157 -1.60883 0.62392 -0.065
C 3.96769 -1.86792 -0.32665 -0.307
O 3.07464 -0.82811 -0.24451 -0.104
H 4.77172 -1.52682 1.64953 0.076
H 5.74351 -0.77302 0.28471 0.075
H 5.87814 -2.40299 0.61637 0.073
H 3.38941 -2.72365 0.02180 0.127
H 4.22629 -2.08548 -1.36294 0.121
H 3.33236 -0.14038 -0.86274 0.123
C -3.96917 -1.50314 2.38126 -0.079
C -2.49912 -1.04346 2.33915 -0.316
O -1.94965 -1.52107 1.11834 -0.093
H -4.07758 -2.55080 2.10064 0.075
H -4.57467 -0.85779 1.74486 0.058
H -4.36161 -1.38121 3.39083 0.065
H -2.02881 -1.42045 3.24734 0.100
H -2.37644 0.03958 2.33145 0.084
H -1.09804 -1.11231 0.94725 0.027
C -3.26601 0.70671 -0.99525 -0.068
C -2.95261 1.88886 -0.08277 -0.308
O -4.04758 2.80271 -0.11659 -0.090
H -4.03466 0.08237 -0.53975 0.069
H -2.43814 0.01732 -1.16100 0.054
H -3.65232 1.09828 -1.93628 0.075
H -2.05394 2.44829 -0.34266 0.105
H -2.82444 1.68236 0.97979 0.092
H -3.69802 3.59800 0.29196 0.075
C 1.32143 1.36516 2.41284 -0.090
C 2.48836 0.48983 2.78856 -0.318
O 2.20651 -0.81220 2.29503 -0.093
H 1.51611 2.28369 2.96645 0.071
H 0.36976 1.06040 2.84822 0.072
H 1.25786 1.42545 1.32637 0.070
H 2.58496 0.41607 3.87176 0.111
H 3.39962 0.90503 2.35807 0.109
H 2.53571 -0.80145 1.39331 0.000
O 0.13221 -0.54874 -0.40438 -0.035
H 0.12963 -0.56365 -1.36146 -0.002
H 1.05367 -0.64857 -0.16529 0.007
```

The calculation puts the energy relative to the best compared isomer or geometry (same formula, charge and spin) at 1.133 eV. Its LUMO energy is 0.202 eV. For the max |F|, the calculation gives 2.43 eV/Å. The calculation puts the total energy at -851.56351 hartree. Its SMILES is CCO.CCO.CCO.CCO.CCO.O. For the HOMO energy, the calculation gives -9.253 eV.

> The highest total energy belongs to which entry?

C5H5NO

What did the first record say?
DFT (ωB97M-V/def2-TZVPD) results for a molecular structure, C11H8NO5Pt.

Structure (XYZ):
```
26
Properties=species:S:1:pos:R:3:lowdin_charge:R:1
O -4.96507 2.65121 -5.24757 0.067
C -3.99959 2.37101 -4.70312 0.000
Pt -1.13425 1.72681 -1.54898 1.223
C 0.73441 1.09229 -1.66288 -0.173
O 1.85111 0.80849 -1.61855 0.244
C -1.76517 2.10490 0.27618 -0.173
O -2.20033 2.37792 1.31148 0.272
C -2.04131 -0.04103 -1.66736 -0.165
O -2.74054 -0.95469 -1.71458 0.272
C -0.55193 3.59787 -1.90715 -0.124
O -0.23482 4.68952 -2.08109 0.298
H -2.64387 2.26532 -1.99620 0.105
C 2.70552 -2.77182 2.62178 0.057
C 1.70860 -1.91442 1.89544 -0.149
C 1.03712 -2.41720 0.77681 0.126
C 0.19768 -1.55781 0.05764 -0.006
N -0.02844 -0.30011 0.42628 0.001
C 0.58308 0.17401 1.51044 -0.069
C 1.44041 -0.60352 2.28908 0.172
H 2.24522 -3.68688 3.00216 0.144
H 3.52427 -3.07464 1.96213 0.142
H 3.13700 -2.23092 3.46519 0.112
H 1.15681 -3.43886 0.43917 0.166
H -0.30126 -1.92759 -0.85223 0.145
H 0.39261 1.22426 1.78862 0.137
H 1.89275 -0.16411 3.17732 0.178
```

The calculation puts the energy relative to the best compared isomer or geometry (same formula, charge and spin) at 1.816 eV. Its LUMO energy (alpha / beta) is -12.152 / -15.303 eV. The total charge is +3. For the max |F|, the calculation gives 6.94 eV/Å. The calculation puts the total energy at -972.75464 hartree. The multiplicity is 5. For the HOMO energy (alpha / beta), the calculation gives -17.334 / -20.893 eV.